[1]
{"formula": "C36H61O3P2PdS2", "method": "the ωB97M-V functional and the def2-TZVPD basis", "symbols": ["H", "H", "C", "S", "C", "C", "H", "C", "C", "C", "C", "H", "H", "H", "H", "C", "C", "H", "H", "H", "P", "C", "H", "H", "H", "H", "C", "H", "H", "O", "H", "H", "C", "C", "C", "H", "H", "C", "H", "H", "C", "H", "C", "H", "C", "H", "H", "C", "C", "C", "H", "H", "C", "C", "H", "C", "H", "C", "H", "H", "H", "H", "C", "H", "H", "C", "H", "H", "O", "H", "H", "H", "Pd", "C", "C", "H", "C", "H", "C", "H", "H", "H", "H", "H", "H", "H", "C", "H", "H", "O", "S", "H", "C", "C", "H", "H", "H", "H", "C", "H", "C", "H", "H", "H", "P"], "xyz": [[-2.642, -1.819, 2.568], [-1.076, 4.183, 3.570], [0.176, -5.341, -1.308], [0.667, -2.482, -3.427], [2.767, -0.458, -0.265], [-2.408, 2.997, -1.458], [-3.131, -1.237, -1.949], [2.254, 0.033, 2.742], [2.121, 0.858, 0.376], [-1.507, 2.240, 3.673], [-3.966, 0.860, 1.329], [-2.779, 0.990, 5.531], [-3.144, -2.242, 0.781], [2.085, -0.263, 6.133], [-4.788, -0.671, -3.089], [1.497, 0.681, 1.654], [-0.422, 2.024, 0.748], [-3.461, -0.947, -5.298], [1.823, 2.426, -3.507], [-3.143, 2.494, -4.431], [-1.308, 0.652, -2.747], [-2.589, 4.241, -0.446], [-1.131, 2.996, -5.012], [4.326, -1.064, 4.161], [3.364, -3.441, 0.857], [-2.892, 1.091, 0.994], [-3.870, 1.762, -4.005], [0.445, -0.199, -5.059], [-0.595, 0.932, -5.741], [1.128, -5.284, -2.400], [-2.101, -1.218, -4.491], [-4.374, 1.033, 0.549], [-2.721, 1.391, 4.190], [-1.495, 4.405, 0.323], [2.289, -0.567, 5.216], [-4.474, 1.508, -4.830], [0.171, -4.313, -0.709], [-0.906, 3.513, 4.361], [0.144, 4.082, 1.638], [4.589, -3.795, -1.956], [-2.746, -0.482, -4.868], [-1.971, 2.546, 2.949], [-1.611, 1.809, -1.397], [-4.539, 2.043, -3.215], [1.638, 0.006, 3.991], [3.131, -0.394, 2.853], [0.090, 0.842, 5.149], [0.799, -5.955, -0.087], [1.729, -1.997, 5.243], [-3.040, 0.492, -3.599], [2.271, -2.892, 4.627], [2.002, 0.718, -2.993], [4.392, -3.510, -0.014], [-3.804, -0.298, -2.490], [-2.385, -0.016, -5.740], [-2.744, -1.539, 1.301], [3.006, -0.289, -1.341], [-0.444, 2.927, -4.366], [-3.718, 1.778, 3.933], [0.315, 3.357, -4.882], [4.839, -2.203, -0.097], [-4.259, 1.408, 2.142], [-4.075, -0.917, 1.474], [0.251, -6.314, 0.628], [-3.483, 4.824, -1.044], [3.261, 1.900, 0.466], [1.852, -2.835, 6.287], [0.892, 1.571, -1.872], [-0.941, 1.311, -0.077], [-2.969, 3.086, -2.482], [5.061, -4.250, 0.340], [-2.590, 0.297, 3.922], [-0.669, -1.170, -1.910], [0.089, 1.632, -3.940], [1.249, 1.692, -2.955], [3.621, -5.257, -1.550], [3.887, -0.594, 4.914], [-3.925, 0.372, -1.802], [-0.314, 1.387, 3.189], [4.250, 0.614, 4.451], [-1.707, 5.619, 0.829], [-0.454, -5.959, -1.474], [1.960, -5.282, 0.393], [1.360, -7.039, -0.159], [-0.828, 3.369, -3.664], [1.448, 1.155, -0.187], [-0.625, 3.573, 0.851], [4.451, -0.830, 6.111], [-1.783, -1.126, 1.071], [2.736, -3.409, -1.710], [2.964, -4.760, -4.416], [1.380, 1.368, -5.279], [3.871, -4.051, -1.265], [0.519, 0.834, 4.244], [2.725, 2.920, 0.685], [1.942, -1.314, -0.747], [0.007, 3.351, 4.738], [0.677, -1.877, 5.272], [0.374, 0.710, -5.249], [4.051, 2.120, 1.589], [0.342, 1.312, 1.900], [-1.683, 4.097, 5.493], [3.456, -1.056, 0.150], [3.632, 2.486, -0.590], [1.865, -3.962, -2.991]], "mulliken_spin": [-0.001, 0.002, 0.000, -0.001, 0.003, 0.212, 0.002, -0.002, 0.035, 0.006, 0.017, 0.001, 0.002, 0.000, 0.000, -0.066, 0.504, 0.000, 0.000, 0.003, -0.003, -0.022, -0.001, 0.000, 0.000, 0.035, 0.010, 0.001, 0.000, 0.000, 0.001, -0.022, 0.003, 0.147, 0.000, 0.001, 0.000, 0.001, 0.007, 0.000, 0.002, 0.005, -0.035, -0.005, 0.005, -0.002, 0.003, 0.000, 0.001, 0.007, -0.001, 0.000, 0.000, 0.000, 0.000, 0.007, -0.001, -0.002, -0.001, 0.000, 0.000, 0.000, 0.003, 0.000, 0.011, 0.010, 0.000, 0.010, 0.157, 0.091, 0.000, 0.001, -0.003, 0.000, 0.024, 0.000, 0.001, 0.006, 0.054, 0.000, -0.018, 0.000, 0.000, 0.000, 0.003, -0.049, -0.138, 0.000, -0.004, 0.000, 0.000, -0.001, 0.000, 0.005, -0.001, 0.000, 0.001, 0.001, 0.003, 0.000, -0.023, 0.001, -0.001, 0.001, 0.000], "s_squared": 0.78, "charge": -2, "homo_energy_ev": [0.165, -0.965], "lumo_energy_ha": [0.1481, 0.1481], "spin_multiplicity": 2}

---

[2]
{"formula": "C36H62BrClFN5O6S", "method": "the ωB97M-V functional and the def2-TZVPD basis", "symbols": ["H", "S", "C", "H", "C", "H", "H", "N", "H", "H", "H", "O", "C", "H", "C", "H", "C", "H", "Cl", "F", "O", "C", "H", "H", "C", "N", "H", "C", "H", "C", "C", "C", "H", "H", "H", "C", "H", "C", "H", "H", "H", "H", "H", "H", "Br", "N", "H", "C", "H", "H", "C", "C", "H", "H", "H", "H", "H", "O", "C", "N", "H", "H", "H", "H", "H", "O", "C", "H", "O", "H", "C", "H", "C", "C", "C", "H", "H", "H", "H", "H", "H", "C", "C", "O", "H", "C", "H", "C", "H", "H", "C", "H", "C", "H", "N", "H", "C", "C", "H", "H", "C", "C", "C", "C", "H", "H", "C", "H", "H", "H", "C", "H", "H"], "xyz": [[2.709, 0.617, -1.233], [-1.540, -4.191, -4.451], [-1.305, 1.392, 4.692], [1.064, -7.676, -7.485], [-0.441, -2.305, -2.762], [-1.087, 0.302, 2.047], [-2.283, 1.286, 5.136], [3.760, -1.774, 2.731], [0.165, -7.012, -5.287], [3.306, 1.344, 1.759], [-1.125, 7.780, 5.333], [-2.731, -3.985, -3.702], [2.640, -2.184, -0.531], [3.755, -8.375, -3.398], [3.164, -8.225, -4.293], [-6.383, 2.529, 0.112], [-2.904, 6.596, 5.518], [3.656, -1.860, 3.732], [4.331, -1.697, -0.922], [0.228, -1.754, 2.725], [-0.791, -0.735, 0.324], [-1.264, 6.302, 3.785], [-1.475, -2.408, -2.461], [-0.067, 4.559, -0.440], [-3.581, 2.843, -1.134], [5.695, -0.673, 1.930], [-0.393, -2.146, -4.928], [1.892, 0.736, -0.528], [1.194, 0.960, 4.263], [2.159, -0.130, 0.717], [1.652, -7.833, -6.590], [1.781, 2.242, -0.295], [-2.686, 0.061, 0.376], [6.223, 0.166, 2.141], [-3.783, 4.064, 3.448], [-3.651, 5.552, 4.990], [-4.870, 4.101, 0.013], [-2.196, -0.915, 0.438], [0.073, -5.294, -3.659], [3.302, -8.711, -7.640], [1.042, 2.526, 0.443], [-0.225, -1.248, -2.823], [4.405, -2.500, 2.445], [-1.314, 3.458, 0.076], [2.798, -4.068, 0.129], [4.440, 0.378, 3.570], [-0.501, 3.091, -2.732], [3.497, 0.372, 1.329], [1.673, 2.226, -2.418], [0.636, -3.993, -2.110], [-0.190, 2.862, -1.715], [1.888, -2.293, -1.851], [-2.464, -1.349, 1.401], [-2.567, -1.512, -0.381], [-0.717, 1.960, 5.411], [-4.581, 5.259, 5.460], [5.737, -0.851, 0.935], [-0.848, -5.519, -3.882], [0.778, -0.037, 4.194], [-1.408, -0.973, 4.879], [-6.344, 1.555, 1.573], [2.766, 2.644, -0.083], [-1.419, 5.256, -2.358], [-2.249, 5.499, -0.801], [-2.826, 2.075, -1.003], [2.045, -1.539, 0.506], [-0.409, 0.315, 1.195], [0.657, -3.386, -4.237], [-4.535, 2.326, 1.044], [-3.942, 4.683, -2.103], [2.909, -8.413, -6.677], [4.939, -0.147, 4.281], [-1.710, 6.969, 4.918], [1.147, -7.454, -5.353], [-5.798, 1.797, 0.669], [-2.911, 3.617, -3.037], [-3.258, 3.849, 0.715], [0.104, -2.966, -0.763], [1.015, 0.379, -1.052], [-3.254, 7.119, 6.399], [1.706, 3.896, -1.741], [1.020, 0.228, 1.748], [-0.692, 0.025, 4.600], [-1.759, -4.275, -5.854], [-4.433, 2.383, -1.630], [-1.893, 4.763, -1.516], [-1.353, 1.886, 3.727], [-0.857, 3.905, -0.804], [4.645, -9.064, -5.597], [4.170, 0.573, 0.507], [1.903, -7.650, -4.206], [1.511, -7.358, -3.238], [3.665, -8.610, -5.528], [-1.666, 4.742, 2.369], [1.039, -0.645, 2.906], [3.509, 0.562, 3.931], [0.518, -2.974, -1.759], [1.326, 2.889, -1.630], [-0.611, 1.257, 0.685], [2.528, -2.932, -2.450], [-3.204, 4.883, 3.859], [-2.013, 5.261, 3.255], [-3.116, 3.979, -2.036], [-4.086, 3.366, 0.203], [1.863, -1.343, -2.368], [-0.565, 1.859, -1.529], [-0.321, -2.912, -4.172], [1.235, 1.214, 2.125], [1.287, -0.637, 4.952], [-5.674, 0.910, 0.052], [4.303, -0.466, 2.370], [-0.847, -1.825, 4.794], [-0.333, 6.594, 3.316]], "mulliken_charge": [1.155, 1.427, -1.228, 0.376, -0.033, 1.379, 0.413, -0.293, 0.536, 0.785, 0.369, -0.651, 0.630, 0.368, -0.441, 0.402, -0.414, 0.238, -0.250, -0.297, 0.152, -0.687, 0.536, 0.796, 0.446, -0.782, 0.504, -0.996, 0.578, 1.805, -0.584, -0.145, 0.250, 0.311, 0.497, -0.556, 0.412, -0.964, 0.282, 0.363, 0.002, -0.038, 0.243, -0.510, -0.100, -0.935, 0.818, -3.074, 0.448, 0.639, -0.011, -1.480, 0.325, 0.225, 0.401, 0.379, 0.215, -0.446, -0.906, -0.740, 0.253, 0.640, 0.401, 0.447, -0.535, 0.085, -1.567, 0.549, -0.281, 0.403, -0.303, 0.348, -0.378, -0.252, -0.914, 0.413, -0.363, 0.318, -0.445, 0.365, 0.482, -1.698, 0.543, -0.666, 0.639, -1.446, 0.194, 0.185, 0.359, 0.839, -0.441, 0.459, -0.390, 0.263, 0.653, 0.202, -0.762, -1.848, -0.859, 0.570, -0.295, 0.030, -1.052, 0.017, 0.626, -0.139, -1.653, 1.447, 0.429, 0.270, 1.005, 0.327, 0.381], "smiles": "[H]/N=C(/C)CN(F)[C@H](COC)[C@@](CCCCCCCCCOC)(CC(N)(N)N)O[C@@](Cl)(Br)CCCCS(=O)(=O)O.c1ccccc1.c1ccccc1", "charge": 0, "homo_energy_ev": -8.517, "lumo_energy_ha": 0.0121}